ORCA calculation (the ωB97M-V functional and the def2-TZVPD basis) on a structure of composition C66H52NP3PdSi.

Geometry as ORCA input:
```
! RIJCOSX wB97M-V def2-TZVPD def2/J DEFGRID3
* xyz 0 1
Pd -0.27269 0.00767 -0.01053
C 1.29054 1.51504 -5.57728
C 2.58861 1.38753 -5.09814
C 2.81131 1.03777 -3.77610
C 1.73715 0.82746 -2.91110
C 0.43815 0.91925 -3.41098
C 0.21544 1.27035 -4.73604
P 1.89566 0.37061 -1.15156
C 3.21588 -0.89757 -1.17298
C 3.29582 -1.82890 -2.20933
C 4.26301 -2.82343 -2.18991
C 5.16274 -2.90394 -1.13647
C 5.08118 -1.99277 -0.09243
C 4.10935 -1.00173 -0.10479
C 2.77432 1.71926 -0.26924
C 3.86753 2.40087 -0.80390
C 4.57995 3.29707 -0.02644
C 4.21101 3.51176 1.29729
C 3.12363 2.84041 1.82821
C 2.38776 1.93570 1.05614
Si 0.97413 0.86962 1.72747
C 1.83600 -0.45575 2.77221
C 2.78109 -0.15119 3.75647
C 3.43833 -1.15577 4.44925
C 3.15957 -2.48835 4.16688
C 2.21427 -2.81038 3.20735
C 1.54451 -1.79969 2.51823
P 0.19690 -2.10804 1.31772
C 0.51363 -3.80024 0.72606
C -0.50994 -4.74035 0.66203
C -0.26438 -6.00151 0.13661
C 0.99690 -6.32768 -0.33554
C 2.01502 -5.38279 -0.29684
C 1.77124 -4.12128 0.21949
C -1.24246 -2.36312 2.42964
C -1.13210 -2.83090 3.73805
C -2.26387 -2.97326 4.52690
C -3.51731 -2.66392 4.01411
C -3.63615 -2.22484 2.70406
C -2.50049 -2.07756 1.91871
C -0.39660 1.63857 2.78483
C -0.49674 1.38894 4.15032
C -1.67931 1.64277 4.84005
C -2.77802 2.14234 4.16352
C -2.68941 2.42213 2.80279
C -1.50523 2.18252 2.11981
P -1.36055 2.29817 0.29879
C -2.67908 3.46212 -0.25493
C -3.26782 3.25488 -1.49666
C -4.15472 4.18962 -2.01725
C -4.46302 5.32929 -1.29392
C -3.87469 5.54172 -0.05132
C -2.98106 4.61843 0.46298
C 0.03453 3.48886 0.08532
C 0.51579 3.63387 -1.21513
C 1.50492 4.56065 -1.50386
C 2.02289 5.35783 -0.49002
C 1.54218 5.22491 0.80471
C 0.55245 4.29496 1.09292
H 1.12085 1.78406 -6.61200
H 3.42928 1.55152 -5.76019
H 3.82861 0.90522 -3.42897
H -0.39911 0.68125 -2.75842
H -0.79776 1.33966 -5.11054
H 2.59758 -1.77571 -3.03620
H 4.31652 -3.53498 -3.00437
H 5.92151 -3.67613 -1.12521
H 5.77158 -2.05132 0.73958
H 4.05742 -0.30099 0.71967
H 4.16374 2.23482 -1.83057
H 5.42206 3.82888 -0.45031
H 4.76871 4.21015 1.90846
H 2.83013 3.03924 2.85300
H 3.02634 0.88205 3.96957
H 4.17699 -0.90431 5.19999
H 3.67770 -3.27681 4.69794
H 1.99855 -3.85091 2.99302
H -1.49996 -4.48604 1.01880
H -1.06553 -6.72773 0.09130
H 1.18569 -7.31331 -0.74160
H 2.99942 -5.62516 -0.67724
H 2.56220 -3.38461 0.23739
H -0.16075 -3.06338 4.15600
H -2.16715 -3.32679 5.54571
H -4.39805 -2.77207 4.63451
H -4.60886 -1.99205 2.28807
H -2.57594 -1.75934 0.88869
H 0.34201 0.95018 4.67759
H -1.74720 1.42090 5.89749
H -3.71165 2.30522 4.68689
H -3.55232 2.80681 2.27316
H -3.03105 2.35965 -2.06051
H -4.61083 4.01538 -2.98306
H -5.15793 6.05640 -1.69426
H -4.10476 6.43723 0.51187
H -2.51427 4.80328 1.42233
H 0.10647 3.01799 -2.00931
H 1.87458 4.65428 -2.51721
H 2.80037 6.07877 -0.70771
H 1.94439 5.84391 1.59715
H 0.19863 4.18349 2.11187
C -5.77457 0.58065 -1.79022
C -5.04622 0.12960 -2.88631
C -3.75375 -0.34326 -2.73507
C -3.12145 -0.37875 -1.47755
C -3.86756 0.10636 -0.38900
C -5.16929 0.56289 -0.54414
N -1.82418 -0.87349 -1.33777
C -1.54330 -2.08791 -1.93685
C -2.53594 -3.05034 -2.22323
C -2.21262 -4.28964 -2.75022
C -0.89407 -4.63970 -3.01406
C 0.09770 -3.70983 -2.73341
C -0.21896 -2.46865 -2.20946
H -6.78583 0.94719 -1.90796
H -5.49405 0.14230 -3.87331
H -3.20665 -0.70789 -3.59694
H -3.43249 0.09218 0.59976
H -5.71501 0.91462 0.32453
H -3.57115 -2.82082 -2.00360
H -3.00804 -4.99799 -2.95268
H -0.64655 -5.61418 -3.41416
H 1.13791 -3.96059 -2.91086
H 0.57016 -1.75940 -1.99612
*
```

Summary:
Gap between HOMO and LUMO in eV: 5.93
Electronic energy in eV: -110003.3225
Max |F| in Eh/bohr: 0.0171